1.
DFT (wB97M-V/def2-TZVPD) results for a 11-piece molecular cluster, C36H100N6O12 overall.

**LUMO energy (spin up / spin down)**: 1.9847 / 1.8975 eV

Structure (ORCA input):
```
! wB97M-V def2-TZVPD RIJCOSX def2/J DEFGRID3
* xyz -1 2
C -1.160 11.317 12.217
C -2.294 12.078 11.587
C -3.429 12.332 12.554
O -2.965 12.972 13.773
C -3.926 13.453 14.650
N -1.800 13.370 11.104
H -0.715 11.891 13.030
H -0.344 11.220 11.500
H -1.422 10.344 12.633
H -2.611 11.577 10.672
H -3.790 11.366 12.907
H -4.301 12.798 12.094
H -4.740 12.768 14.889
H -4.260 14.392 14.209
H -3.550 13.880 15.579
H -2.471 14.020 10.720
H -1.445 13.827 11.932
C 4.588 3.020 11.826
C 5.049 4.497 12.121
C 6.605 4.635 11.985
O 7.276 3.637 12.831
C 7.269 4.011 14.189
N 4.361 5.240 11.060
H 3.512 2.848 11.855
H 5.037 2.363 12.571
H 4.897 2.731 10.821
H 4.696 4.819 13.101
H 6.919 5.646 12.244
H 6.886 4.351 10.971
H 7.826 4.902 14.480
H 7.838 3.231 14.694
H 6.254 3.936 14.579
H 3.451 5.426 11.456
H 4.800 6.145 10.972
C 2.647 10.154 10.863
C 2.102 8.755 11.081
C 1.770 7.995 9.773
O 1.007 8.834 8.883
C 0.763 8.201 7.620
N 3.007 8.065 12.006
H 1.965 10.645 10.169
H 3.665 10.170 10.476
H 2.633 10.771 11.762
H 1.101 8.831 11.506
H 1.114 7.172 10.055
H 2.676 7.570 9.341
H 1.591 7.765 7.061
H 0.366 8.956 6.942
H -0.037 7.470 7.734
H 3.342 8.776 12.640
H 3.829 7.753 11.509
C 2.689 11.585 18.439
C 3.063 10.178 17.847
C 2.005 9.591 16.901
O 1.986 10.479 15.798
C 1.338 9.976 14.605
N 4.450 10.298 17.343
H 2.389 12.291 17.665
H 3.525 12.090 18.925
H 1.894 11.450 19.173
H 3.054 9.457 18.664
H 1.030 9.575 17.389
H 2.334 8.611 16.557
H 1.825 9.091 14.195
H 1.407 10.631 13.737
H 0.292 9.820 14.872
H 4.372 11.004 16.624
H 5.042 10.568 18.116
C 3.754 -0.177 12.253
C 3.459 0.010 13.720
C 2.029 -0.507 14.069
O 1.040 0.099 13.305
C 0.681 1.417 13.749
N 4.481 -0.732 14.395
H 4.786 0.074 12.011
H 3.139 0.461 11.617
H 3.552 -1.231 12.061
H 3.535 1.070 13.960
H 1.791 -0.340 15.119
H 1.911 -1.572 13.868
H 1.507 2.099 13.548
H 0.435 1.495 14.808
H -0.145 1.739 13.114
H 4.720 -1.594 13.925
H 5.314 -0.164 14.335
C -3.394 0.703 10.221
O -3.293 1.107 8.846
C -4.124 2.246 8.458
C -3.644 3.584 9.089
N -2.318 4.054 8.606
C -1.775 5.192 9.359
C -2.622 6.490 9.276
O -1.895 7.460 10.033
C -2.281 8.806 9.914
H -2.901 1.433 10.864
H -2.764 -0.186 10.256
H -4.366 0.381 10.594
H -5.139 1.954 8.727
H -4.178 2.276 7.370
H -3.738 3.530 10.173
H -4.339 4.349 8.742
H -1.678 3.291 8.772
H -0.786 5.385 8.942
H -1.509 5.025 10.402
H -3.620 6.385 9.703
H -2.856 6.788 8.254
H -1.689 9.409 10.603
H -3.366 8.908 9.931
H -1.980 9.107 8.911
C -4.230 5.937 12.850
C -5.419 5.362 12.063
O -5.474 3.978 11.913
H -4.199 5.348 13.767
H -4.394 6.999 13.034
H -3.394 5.673 12.202
H -5.393 5.802 11.066
H -6.313 5.656 12.613
H -5.907 3.541 12.650
C -0.696 6.679 12.923
C 0.486 5.705 12.993
O 1.553 6.411 13.622
H -1.108 6.989 13.883
H -1.440 6.145 12.332
H -0.444 7.616 12.426
H 0.858 5.409 12.013
H 0.322 4.775 13.538
H 1.985 6.985 12.985
C 2.539 3.499 16.622
C 3.101 4.796 16.052
O 2.214 5.884 16.293
H 2.329 3.577 17.689
H 3.321 2.741 16.590
H 1.671 3.145 16.066
H 3.396 4.704 15.006
H 4.004 5.086 16.589
H 1.926 6.228 15.445
C -0.995 5.060 17.007
C -0.405 5.458 18.356
O 0.324 6.699 18.162
H -1.294 4.015 16.938
H -0.226 5.009 16.236
H -1.757 5.689 16.546
H 0.246 4.700 18.792
H -1.168 5.529 19.131
H 1.092 6.544 17.607
C -2.471 9.127 15.146
C -1.762 8.867 16.505
O -2.763 8.553 17.357
H -1.702 9.392 14.421
H -3.166 9.964 15.214
H -2.935 8.228 14.740
H -1.261 9.753 16.895
H -0.990 8.103 16.420
H -2.405 8.450 18.242
*
```

Results of the Mulliken charge analysis, in e, for atoms 1 through 2:
1. C -0.626
2. C 0.711


2.
DFT (wB97M-V/def2-TZVPD) results for C36H102AsF9N9O13 as an isolated structure.

**LUMO energy (spin up / spin down)**: -7.9323 / -7.9949 eV

Structure (ORCA input):
```
! wB97M-V def2-TZVPD RIJCOSX def2/J DEFGRID3
* xyz 4 2
C 13.684 -6.688 -11.565
C 14.891 -6.038 -12.282
C 15.504 -4.989 -11.340
O 16.730 -4.567 -11.990
C 17.777 -3.873 -11.210
N 15.865 -7.143 -12.669
H 15.555 -7.727 -13.432
H 16.767 -6.764 -12.921
H 16.111 -7.762 -11.911
H 13.025 -5.984 -11.056
H 13.994 -7.367 -10.771
H 13.053 -7.167 -12.313
H 14.727 -5.534 -13.234
H 15.649 -5.417 -10.348
H 14.811 -4.169 -11.151
H 18.815 -4.175 -11.354
H 17.549 -4.116 -10.172
H 17.873 -2.790 -11.290
C 19.699 -6.917 -9.305
C 19.036 -7.692 -8.074
C 17.747 -7.029 -7.547
O 17.345 -7.676 -6.348
C 16.063 -7.332 -5.904
N 18.657 -9.028 -8.546
H 19.448 -9.478 -8.985
H 18.505 -9.648 -7.763
H 17.826 -9.031 -9.119
H 18.986 -6.609 -10.070
H 20.414 -7.567 -9.809
H 20.264 -6.005 -9.114
H 19.752 -7.780 -7.257
H 16.962 -7.068 -8.303
H 17.892 -5.957 -7.413
H 15.369 -7.310 -6.745
H 16.085 -6.295 -5.569
H 15.714 -8.018 -5.132
C 19.618 -9.013 -13.530
C 18.514 -9.752 -14.190
C 18.927 -10.463 -15.523
O 20.035 -11.388 -15.269
C 20.711 -11.824 -16.461
N 17.825 -10.706 -13.211
H 17.150 -11.307 -13.663
H 18.482 -11.333 -12.769
H 17.337 -10.188 -12.494
H 19.270 -8.752 -12.530
H 19.920 -8.136 -14.103
H 20.546 -9.536 -13.299
H 17.762 -9.018 -14.480
H 19.339 -9.790 -16.276
H 18.187 -11.055 -16.061
H 21.259 -10.970 -16.859
H 20.005 -11.991 -17.275
H 21.369 -12.690 -16.393
C 12.961 -6.947 -18.266
C 11.784 -7.928 -18.144
C 11.125 -7.731 -16.775
O 9.926 -8.544 -16.572
C 10.166 -9.904 -16.287
N 10.759 -7.594 -19.299
H 9.844 -8.017 -19.361
H 10.558 -6.611 -19.182
H 11.158 -7.628 -20.226
H 12.552 -5.938 -18.319
H 13.467 -7.267 -19.177
H 13.672 -6.846 -17.445
H 11.962 -8.981 -18.362
H 10.785 -6.768 -16.395
H 11.838 -7.910 -15.970
H 9.175 -10.321 -16.107
H 10.638 -10.194 -15.349
H 10.594 -10.535 -17.066
C 13.267 -15.118 -18.257
C 12.562 -13.867 -17.659
C 11.902 -14.171 -16.339
O 11.172 -13.033 -15.919
C 10.140 -13.306 -15.038
N 13.577 -12.774 -17.363
H 13.158 -11.864 -17.232
H 14.156 -13.100 -16.602
H 14.295 -12.662 -18.064
H 13.378 -15.058 -19.340
H 12.530 -15.906 -18.105
H 14.221 -15.390 -17.804
H 12.003 -13.362 -18.447
H 12.661 -14.366 -15.581
H 11.203 -14.995 -16.481
H 9.269 -13.525 -15.656
H 9.780 -12.450 -14.467
H 10.430 -14.187 -14.464
C 4.976 -9.316 -13.368
C 5.578 -8.628 -14.575
C 6.923 -7.994 -14.220
O 7.953 -8.942 -13.924
C 9.018 -8.227 -13.283
N 5.650 -9.556 -15.794
H 4.714 -9.786 -16.096
H 6.121 -9.090 -16.556
H 6.064 -10.460 -15.614
H 5.708 -9.600 -12.612
H 4.395 -10.172 -13.712
H 4.373 -8.636 -12.767
H 4.867 -7.868 -14.900
H 6.697 -7.337 -13.380
H 7.181 -7.500 -15.157
H 8.794 -7.745 -12.332
H 9.534 -7.526 -13.939
H 9.802 -8.955 -13.076
C 9.566 -11.930 -11.609
C 9.619 -11.856 -10.078
C 10.542 -10.762 -9.520
O 9.951 -9.504 -9.770
C 10.751 -8.440 -9.302
N 8.167 -11.765 -9.572
H 7.489 -11.303 -10.161
H 7.758 -12.685 -9.490
H 8.080 -11.356 -8.653
H 8.856 -12.607 -12.084
H 10.559 -12.175 -11.986
H 9.336 -10.929 -11.972
H 10.067 -12.718 -9.585
H 11.539 -10.837 -9.954
H 10.780 -10.982 -8.479
H 11.793 -8.735 -9.431
H 10.571 -8.446 -8.227
H 10.548 -7.500 -9.815
C 10.832 -17.261 -12.502
C 11.207 -17.318 -11.020
C 12.241 -16.318 -10.676
O 11.696 -14.968 -10.711
C 12.699 -13.997 -10.890
N 9.879 -17.031 -10.250
H 10.047 -16.697 -9.312
H 9.442 -16.281 -10.766
H 9.309 -17.862 -10.182
H 10.551 -16.234 -12.736
H 9.996 -17.889 -12.811
H 11.665 -17.583 -13.127
H 11.675 -18.255 -10.720
H 13.180 -16.461 -11.212
H 12.555 -16.579 -9.665
H 12.086 -13.106 -11.024
H 13.306 -14.284 -11.749
H 13.429 -13.907 -10.085
N 14.796 -9.652 -15.525
O 14.939 -8.560 -14.954
O 13.873 -9.793 -16.355
O 15.651 -10.560 -15.478
As 15.437 -14.535 -13.983
F 16.831 -15.689 -13.967
F 15.585 -14.301 -12.186
F 14.116 -13.358 -14.106
F 15.443 -14.773 -15.789
F 14.220 -15.818 -13.767
F 16.671 -13.212 -14.193
C 15.450 -10.345 -10.156
O 14.336 -10.156 -11.060
O 16.468 -9.454 -10.607
C 14.955 -10.133 -8.733
F 15.848 -10.282 -7.795
F 14.256 -9.003 -8.595
F 14.124 -11.152 -8.504
C 14.033 -11.009 -12.133
C 12.670 -10.709 -12.758
H 12.304 -11.421 -13.498
H 12.000 -10.515 -11.920
H 12.654 -9.734 -13.246
H 14.084 -12.000 -11.681
H 14.740 -10.912 -12.957
H 15.765 -11.385 -10.249
*
```

Results of the Mulliken charge analysis, in e, for atoms 1 through 2:
1. C -0.906
2. C 0.214


E values, unit eV, following the record order: -72456.200, -164269.090.